Molecular formula: C4H7Cl2NS
Method: DFT, wB97M-V/def2-TZVPD

The calculation puts the max |F| at 0.0253 Eh/bohr. The LUMO energy is 0.57 eV. For the highest occupied orbital energy, the calculation gives -9.51 eV. As for the energy above the lowest of the compared OMol25 structures with the same formula, charge and spin: 22.7 kcal/mol. Its SMILES is S/N=C\CCl.C=CCl. The calculation puts the gap between HOMO and LUMO at 10.08 eV.

Structure (XYZ):
```
15
C4H7Cl2NS, DFT wB97M-V/def2-TZVPD
S -1.171 -1.899 0.297
N -2.348 -0.926 -0.479
C -2.203 0.335 -0.408
C -1.084 1.051 0.301
Cl -1.237 2.818 0.172
H -1.742 -3.058 -0.052
H -2.955 0.941 -0.906
H -1.077 0.787 1.363
H -0.119 0.762 -0.124
C 1.641 0.003 -0.281
C 2.795 -0.363 0.253
Cl 4.291 0.450 -0.075
H 1.560 0.843 -0.963
H 0.740 -0.548 -0.035
H 2.908 -1.197 0.937
```